(1)
{"formula": "C15H14ClFN2O3S", "method": "wB97M-V/def2-TZVPD", "elements": ["O", "C", "C", "C", "C", "C", "O", "C", "C", "C", "C", "F", "C", "C", "Cl", "O", "N", "N", "C", "C", "S", "C", "C", "H", "H", "H", "H", "H", "H", "H", "H", "H", "H", "H", "H", "H", "H"], "coordinates": [[-0.02, 4.06, -0.09], [0.52, 3.00, -0.32], [0.94, 2.10, 0.79], [0.06, 1.35, 1.61], [0.90, 0.71, 2.49], [0.62, -0.33, 3.52], [-0.34, -1.25, 3.06], [-0.13, -1.86, 1.85], [1.10, -1.94, 1.21], [1.21, -2.55, -0.03], [0.08, -3.09, -0.62], [0.18, -3.67, -1.83], [-1.15, -3.04, 0.00], [-1.25, -2.43, 1.23], [-2.77, -2.33, 2.03], [2.16, 1.06, 2.22], [2.18, 1.92, 1.17], [0.75, 2.53, -1.57], [1.25, 1.21, -1.88], [0.12, 0.29, -2.33], [-0.64, 0.91, -3.86], [-1.03, 2.58, -3.25], [0.21, 3.27, -2.70], [-1.01, 1.29, 1.56], [0.17, 0.11, 4.41], [1.56, -0.83, 3.80], [1.99, -1.54, 1.66], [2.16, -2.61, -0.53], [-2.02, -3.47, -0.47], [1.76, 0.79, -1.02], [1.98, 1.31, -2.70], [0.49, -0.71, -2.55], [-0.65, 0.22, -1.56], [-1.43, 3.13, -4.10], [-1.80, 2.49, -2.47], [-0.04, 4.27, -2.35], [0.98, 3.33, -3.47]], "orbital_gap_ev": 9.3473, "e_tot_ev": -50978.7809, "de_lowest_kj_mol": 172.8, "lumo_ev": 0.5, "smiles": "O=C(c1cc(COc2ccc(F)cc2Cl)on1)N1CCSCC1"}

=====

(2)
{"formula": "C15H14F4NO", "method": "wB97M-V/def2-TZVPD", "elements": ["F", "C", "C", "C", "F", "C", "C", "C", "C", "C", "C", "F", "C", "C", "F", "C", "C", "H", "H", "H", "H", "H", "H", "H", "O", "C", "C", "N", "H", "H", "H", "H", "H", "H", "H"], "coordinates": [[-0.03, -1.09, -4.13], [0.98, -0.91, -3.21], [2.21, -0.42, -3.67], [3.20, -0.23, -2.70], [4.40, 0.32, -3.10], [3.03, -0.58, -1.38], [1.80, -1.14, -0.93], [1.76, -1.63, 0.41], [0.63, -1.85, 1.26], [0.86, -1.79, 2.66], [-0.14, -2.12, 3.54], [0.11, -2.08, 4.90], [-1.42, -2.52, 3.13], [-1.64, -2.55, 1.75], [-2.89, -2.93, 1.30], [-0.67, -2.25, 0.81], [0.73, -1.22, -1.88], [2.37, -0.18, -4.72], [3.81, -0.38, -0.64], [2.74, -1.69, 0.90], [1.83, -1.43, 3.02], [-2.20, -2.79, 3.84], [-0.92, -2.30, -0.25], [-0.28, -1.48, -1.58], [3.89, -6.39, -0.06], [2.70, -6.45, 0.72], [2.33, -5.03, 1.06], [2.35, -4.14, -0.07], [4.18, -7.30, -0.22], [1.89, -6.91, 0.12], [2.88, -7.00, 1.66], [1.33, -5.01, 1.52], [3.03, -4.62, 1.80], [2.54, -4.61, -0.95], [1.48, -3.62, -0.12]], "orbital_gap_ev": 6.2542, "e_tot_ev": -30180.5295, "lumo_ev": -6.6, "charge": 1}

=====

(3)
{"formula": "C15H14IrN5O13S3", "method": "wB97M-V/def2-TZVPD", "elements": ["Ir", "O", "S", "O", "O", "C", "C", "C", "C", "C", "C", "S", "O", "O", "O", "H", "H", "H", "H", "O", "N", "O", "C", "C", "C", "C", "O", "C", "C", "N", "O", "O", "N", "O", "O", "H", "H", "C", "N", "C", "S", "N", "C", "H", "H", "H", "H", "H", "H", "H", "H"], "coordinates": [[0.72, 0.78, 0.21], [-1.63, 3.92, 1.09], [-0.98, 2.68, 1.29], [-1.46, 1.54, 0.48], [0.51, 2.68, 0.99], [-1.06, 2.23, 3.00], [-1.45, 3.24, 3.85], [-1.46, 3.05, 5.23], [-1.08, 1.84, 5.76], [-0.67, 0.81, 4.91], [-0.65, 0.98, 3.54], [0.06, -0.37, 2.64], [-0.70, -0.65, 1.40], [0.26, -1.45, 3.52], [1.36, 0.24, 2.04], [-1.78, 4.18, 3.43], [-1.76, 3.86, 5.88], [-1.09, 1.68, 6.83], [-0.38, -0.15, 5.32], [-4.81, -3.50, -2.16], [-4.45, -2.38, -2.46], [-5.09, -1.57, -3.10], [-3.10, -1.97, -2.03], [-2.70, -0.67, -2.24], [-1.42, -0.33, -1.85], [-0.51, -1.24, -1.26], [0.73, -0.87, -1.00], [-1.00, -2.54, -1.05], [-2.27, -2.91, -1.43], [-0.18, -3.59, -0.40], [-0.59, -4.73, -0.50], [0.85, -3.27, 0.15], [-1.03, 1.05, -2.08], [0.11, 1.46, -1.66], [-1.71, 1.78, -2.72], [-3.37, 0.04, -2.70], [-2.62, -3.92, -1.27], [3.27, 0.79, -4.15], [3.03, 1.24, -2.78], [3.14, 0.46, -1.72], [2.86, 1.20, -0.13], [3.47, -0.81, -1.83], [3.58, -1.79, -0.75], [3.08, 1.62, -4.82], [2.59, -0.02, -4.41], [4.30, 0.47, -4.27], [2.74, 2.19, -2.62], [3.55, -1.18, -2.77], [3.56, -1.28, 0.21], [4.51, -2.33, -0.85], [2.73, -2.47, -0.79]], "orbital_gap_ev": [7.8519, 6.7119], "e_tot_ev": -85178.5101, "de_lowest_kj_mol": 87.0, "lumo_ev": [-5.1, -6.2], "multiplicity": 2, "charge": 1}

=====

(4)
{"formula": "C15H14LuN2O4", "method": "wB97M-V/def2-TZVPD", "elements": ["C", "C", "C", "C", "C", "Lu", "C", "C", "C", "N", "H", "H", "H", "H", "H", "H", "H", "H", "H", "H", "O", "C", "O", "C", "C", "C", "C", "C", "C", "N", "O", "O", "H", "H", "H", "H"], "coordinates": [[1.23, -1.23, -3.61], [-0.17, -1.20, -3.90], [-0.85, -1.94, -2.88], [0.14, -2.43, -1.97], [1.42, -1.99, -2.42], [0.19, 0.16, -1.74], [-1.43, 1.68, -2.89], [-0.21, 1.89, -3.41], [0.75, 2.48, -4.10], [2.14, 0.83, -1.69], [-1.91, -2.19, -2.87], [-0.63, -0.75, -4.78], [-0.05, -3.13, -1.15], [2.38, -2.28, -1.98], [2.01, -0.83, -4.25], [-2.19, 1.05, -3.37], [2.90, 1.43, -1.34], [-1.80, 2.25, -2.01], [0.59, 3.29, -4.82], [1.80, 2.18, -3.97], [-0.39, 1.51, 0.19], [-0.56, 0.42, 0.83], [-0.62, -0.70, 0.16], [-0.59, 0.31, 2.33], [-0.29, 1.38, 3.20], [-0.13, 1.14, 4.57], [-0.31, -0.14, 5.11], [-0.67, -1.20, 4.24], [-0.83, -0.96, 2.89], [-0.08, -0.39, 6.49], [0.28, 0.56, 7.23], [-0.24, -1.56, 6.92], [-0.14, 2.38, 2.81], [0.14, 1.94, 5.27], [-0.82, -2.19, 4.66], [-1.07, -1.79, 2.23]], "orbital_gap_ev": [3.6835, 3.6504], "e_tot_ev": -60569.7066, "de_lowest_kj_mol": 0.0, "lumo_ev": [1.0, 1.0], "charge": -1}

=====

(5)
{"formula": "C15H14N2O3", "method": "wB97M-V/def2-TZVPD", "elements": ["C", "C", "C", "C", "C", "C", "O", "C", "O", "C", "O", "C", "C", "N", "C", "C", "N", "C", "C", "C", "H", "H", "H", "H", "H", "H", "H", "H", "H", "H", "H", "H", "H", "H"], "coordinates": [[-1.27, -3.47, 0.54], [-0.06, -2.51, 0.19], [0.99, -2.29, 1.08], [1.91, -1.51, 0.88], [1.87, -0.83, -0.37], [2.90, 0.21, -0.45], [4.07, 0.31, -0.10], [2.35, 1.78, -0.82], [0.91, 1.84, -0.60], [0.46, 1.78, 0.45], [0.92, 1.71, 1.68], [-1.15, 1.40, 0.26], [-1.72, 1.78, -0.82], [-3.07, 1.58, -1.21], [-3.71, 0.78, 0.18], [-2.97, 0.54, 1.24], [-1.81, 0.85, 1.49], [0.76, -0.89, -1.10], [-0.29, -1.85, -0.80], [-1.32, -1.82, -2.10], [-2.31, -2.97, 0.36], [-1.15, -3.95, 1.41], [-1.41, -4.33, -0.37], [0.85, -2.89, 1.94], [2.69, -1.41, 1.69], [2.73, 2.47, 0.15], [2.71, 1.91, -1.65], [-1.34, 2.14, -1.61], [-4.64, 0.60, -0.19], [-3.51, -0.13, 2.11], [0.71, -0.10, -2.15], [-1.39, -2.83, -2.47], [-1.10, -1.20, -2.81], [-2.33, -1.42, -1.51]], "orbital_gap_ev": 8.4136, "e_tot_ev": -24891.2993, "de_lowest_kj_mol": 1429.9, "lumo_ev": -1.3, "smiles": "Cc1ccc(C(=O)COC(=O)c2cnccn2)cc1C"}

=====

(6)
{"formula": "C15H14N2O5S4SbSr", "method": "wB97M-V/def2-TZVPD", "elements": ["Sr", "O", "C", "O", "C", "C", "C", "C", "C", "O", "C", "C", "O", "O", "H", "H", "H", "H", "H", "H", "H", "H", "S", "Sb", "S", "S", "N", "C", "N", "C", "C", "C", "C", "C", "C", "S", "H", "H", "H", "H", "H", "H"], "coordinates": [[1.02, -1.05, 0.49], [-0.35, -0.68, 3.73], [0.13, -1.07, 2.67], [-0.50, -1.55, 1.69], [1.62, -1.03, 2.57], [2.45, -2.06, 1.90], [3.84, -1.90, 2.55], [4.33, -0.62, 1.82], [3.10, -0.35, 0.93], [2.78, -1.68, 0.57], [2.10, 0.19, 1.88], [0.96, 1.00, 1.44], [0.46, 1.73, 2.33], [0.63, 0.94, 0.24], [1.91, -0.99, 3.62], [2.05, -3.07, 1.98], [4.47, -2.76, 2.33], [3.78, -1.77, 3.63], [5.21, -0.82, 1.20], [4.54, 0.22, 2.48], [3.28, 0.32, 0.10], [2.61, 0.86, 2.59], [1.00, -3.27, -4.67], [-0.69, -2.54, -3.37], [-0.35, -2.38, -0.99], [-0.36, -0.10, -2.91], [-2.92, 2.70, 1.40], [-3.00, 2.31, 0.13], [-2.55, 1.20, -0.38], [-2.76, 1.12, -1.72], [-2.32, -0.03, -2.55], [-2.90, 0.01, -3.91], [-3.60, 1.07, -4.40], [-3.92, 2.18, -3.61], [-3.48, 2.18, -2.29], [-3.84, 3.37, -1.07], [-2.04, 2.42, 1.89], [-3.21, 3.64, 1.61], [-2.38, -0.95, -1.95], [-2.66, -0.83, -4.54], [-3.95, 1.05, -5.42], [-4.51, 2.99, -4.01]], "orbital_gap_ev": [4.4153, 4.4282], "e_tot_ev": -79707.9956, "de_lowest_kj_mol": 292.6, "lumo_ev": [3.9, 3.9], "multiplicity": 2, "charge": -2}

=====

What did the first record say?
{"formula": "C15H14ClFN2O3S", "method": "wB97M-V/def2-TZVPD", "elements": ["O", "C", "C", "C", "C", "C", "O", "C", "C", "C", "C", "F", "C", "C", "Cl", "O", "N", "N", "C", "C", "S", "C", "C", "H", "H", "H", "H", "H", "H", "H", "H", "H", "H", "H", "H", "H", "H"], "coordinates": [[-0.02, 4.06, -0.09], [0.52, 3.00, -0.32], [0.94, 2.10, 0.79], [0.06, 1.35, 1.61], [0.90, 0.71, 2.49], [0.62, -0.33, 3.52], [-0.34, -1.25, 3.06], [-0.13, -1.86, 1.85], [1.10, -1.94, 1.21], [1.21, -2.55, -0.03], [0.08, -3.09, -0.62], [0.18, -3.67, -1.83], [-1.15, -3.04, 0.00], [-1.25, -2.43, 1.23], [-2.77, -2.33, 2.03], [2.16, 1.06, 2.22], [2.18, 1.92, 1.17], [0.75, 2.53, -1.57], [1.25, 1.21, -1.88], [0.12, 0.29, -2.33], [-0.64, 0.91, -3.86], [-1.03, 2.58, -3.25], [0.21, 3.27, -2.70], [-1.01, 1.29, 1.56], [0.17, 0.11, 4.41], [1.56, -0.83, 3.80], [1.99, -1.54, 1.66], [2.16, -2.61, -0.53], [-2.02, -3.47, -0.47], [1.76, 0.79, -1.02], [1.98, 1.31, -2.70], [0.49, -0.71, -2.55], [-0.65, 0.22, -1.56], [-1.43, 3.13, -4.10], [-1.80, 2.49, -2.47], [-0.04, 4.27, -2.35], [0.98, 3.33, -3.47]], "orbital_gap_ev": 9.3473, "e_tot_ev": -50978.7809, "de_lowest_kj_mol": 172.8, "lumo_ev": 0.5, "smiles": "O=C(c1cc(COc2ccc(F)cc2Cl)on1)N1CCSCC1"}